Entry 1:
Molecular formula: C20H20N2O3
Method: DFT, ωB97M-V/def2-TZVPD

XYZ file:
```
45
C20H20N2O3 ωB97M-V/def2-TZVPD
C 1.88 -1.29 5.03
O 1.62 -2.44 4.28
C 1.17 -2.29 3.00
C 0.92 -1.08 2.39
C 0.45 -1.08 1.07
C 0.10 -0.05 0.17
C -0.31 -0.65 -1.00
C -0.65 -0.15 -2.34
O -0.34 -0.81 -3.33
N -1.31 1.02 -2.46
C -1.37 1.70 -3.73
C -0.42 2.91 -3.68
C -0.59 3.70 -2.41
C -0.04 4.97 -2.31
C -0.15 5.71 -1.15
C -0.81 5.17 -0.05
C -1.36 3.91 -0.14
C -1.26 3.17 -1.31
C -1.90 1.80 -1.40
N -0.21 -2.01 -0.85
C 0.24 -2.30 0.40
C 0.49 -3.53 1.01
C 0.95 -3.52 2.31
O 1.24 -4.64 3.04
C 1.07 -5.89 2.43
H 2.65 -0.66 4.57
H 2.24 -1.64 6.00
H 0.97 -0.69 5.18
H 1.08 -0.15 2.90
H 0.20 1.01 0.35
H -1.06 1.00 -4.51
H -2.39 2.03 -3.92
H -0.59 3.55 -4.55
H 0.61 2.55 -3.73
H 0.48 5.39 -3.17
H 0.29 6.69 -1.09
H -0.89 5.74 0.86
H -1.88 3.48 0.71
H -1.83 1.27 -0.45
H -2.97 1.94 -1.63
H -0.38 -2.66 -1.60
H 0.32 -4.45 0.47
H 1.36 -6.62 3.18
H 0.02 -6.06 2.15
H 1.70 -6.01 1.55
```

## Properties
* relative energy (zero: lowest compared OMol25 entry of this formula, charge and spin): 2.0680 eV
* E_HOMO: -7.6 eV
* frontier orbital gap: 0.30536 Ha
* SMILES: COc1cc2cc(C(=O)N3CCc4ccccc4C3)[nH]c2cc1OC
* LUMO level: 0.76 eV


Entry 2:
Molecular formula: C20H20N2O5S2
Method: DFT, ωB97M-V/def2-TZVPD

XYZ file:
```
49
C20H20N2O5S2 ωB97M-V/def2-TZVPD
C 2.13 -3.79 -0.34
O 1.48 -2.82 0.45
C 1.92 -1.53 0.41
C 3.00 -1.09 -0.34
C 3.34 0.25 -0.33
C 2.62 1.13 0.44
S 2.94 2.89 0.29
O 3.01 3.53 1.57
O 4.01 3.09 -0.63
N 1.50 3.42 -0.41
C 0.96 2.58 -1.40
C 1.70 2.23 -2.51
C 1.17 1.38 -3.46
C -0.10 0.87 -3.30
C -0.86 1.22 -2.19
C -0.34 2.06 -1.23
O -0.97 2.44 -0.08
C -2.25 1.93 0.19
C 1.55 0.72 1.21
C 1.19 -0.62 1.19
N 0.10 -1.13 1.89
C -0.84 -0.47 2.62
O -0.82 0.71 2.88
C -1.98 -1.40 3.06
C -2.83 -1.69 1.87
C -3.94 -1.02 1.44
C -4.46 -1.52 0.23
C -3.74 -2.56 -0.26
S -2.41 -2.96 0.76
H 2.08 -3.54 -1.40
H 1.59 -4.72 -0.16
H 3.17 -3.91 -0.04
H 3.57 -1.78 -0.94
H 4.17 0.62 -0.93
H 0.83 3.66 0.30
H 2.70 2.63 -2.60
H 1.76 1.11 -4.33
H -0.53 0.21 -4.04
H -1.86 0.81 -2.09
H -2.50 2.27 1.19
H -2.99 2.30 -0.53
H -2.26 0.83 0.17
H 1.00 1.43 1.80
H -0.04 -2.13 1.73
H -2.57 -0.87 3.81
H -1.57 -2.31 3.48
H -4.37 -0.19 1.98
H -5.33 -1.12 -0.25
H -3.91 -3.13 -1.15
```

## Properties
* relative energy (zero: lowest compared OMol25 entry of this formula, charge and spin): 0.0000 eV
* E_HOMO: -8.3 eV
* frontier orbital gap: 0.31717 Ha
* SMILES: COc1ccc(S(=O)(=O)Nc2ccccc2OC)cc1NC(=O)Cc1cccs1
* LUMO level: 0.28 eV


Entry 3:
Molecular formula: C20H20N3O6S2Y
Method: DFT, ωB97M-V/def2-TZVPD

XYZ file:
```
52
C20H20N3O6S2Y ωB97M-V/def2-TZVPD
Y -0.99 -0.49 0.17
C 5.53 3.33 -2.75
C 4.22 2.59 -2.67
C 3.56 2.18 -3.82
C 2.37 1.48 -3.74
C 1.84 1.20 -2.49
C 2.47 1.61 -1.32
C 3.66 2.30 -1.42
S 0.33 0.33 -2.39
O -0.57 1.15 -1.53
O -0.16 0.05 -3.71
N 0.59 -0.95 -1.50
C 0.14 -2.24 -1.81
C 0.52 -3.00 -2.91
C 0.04 -4.29 -3.00
C -0.79 -4.80 -2.00
C -1.14 -3.97 -0.95
N -0.70 -2.71 -0.87
H 5.67 3.78 -3.73
H 6.36 2.65 -2.57
H 5.58 4.12 -2.00
H 3.99 2.41 -4.79
H 1.85 1.15 -4.63
H 2.04 1.39 -0.36
H 4.16 2.62 -0.52
H 1.18 -2.57 -3.65
H 0.32 -4.91 -3.83
H -1.17 -5.81 -2.03
H -1.80 -4.31 -0.16
C 0.79 -0.52 3.50
C 0.25 -0.44 2.12
O 0.66 0.48 1.35
H 1.55 0.25 3.67
H 1.20 -1.51 3.67
H -0.05 -0.42 4.21
N -3.24 0.48 -0.22
C -3.36 0.58 1.22
C -4.25 -0.17 1.97
C -4.12 -0.23 3.35
C -3.13 0.47 4.00
C -2.29 1.30 3.26
C -2.37 1.33 1.88
S -2.72 0.20 5.72
O -3.73 -0.74 6.17
O -1.38 -0.35 5.59
O -2.77 1.52 6.32
H -4.05 0.01 -0.61
H -3.14 1.38 -0.66
H -5.03 -0.74 1.47
H -4.77 -0.87 3.94
H -1.52 1.86 3.77
H -1.61 1.88 1.32
```

## Properties
* relative energy (zero: lowest compared OMol25 entry of this formula, charge and spin): 0.1178 eV
* E_HOMO: -8.2 eV
* frontier orbital gap: 0.27896 Ha
* LUMO level: -0.59 eV


Entry 4:
Molecular formula: C20H20N3OZn
Method: DFT, ωB97M-V/def2-TZVPD

XYZ file:
```
45
C20H20N3OZn ωB97M-V/def2-TZVPD
Zn 0.73 0.65 -0.45
O 2.27 -0.58 -1.08
C 3.26 -1.00 -0.11
C 2.85 -2.27 0.61
C 1.42 -2.24 1.16
C 1.13 -1.09 2.08
C 1.18 -1.25 3.46
C 0.88 -0.18 4.29
C 0.53 1.03 3.72
C 0.51 1.13 2.34
N 0.80 0.09 1.54
H 2.29 -1.13 -1.87
H 3.35 -0.16 0.58
H 4.22 -1.11 -0.62
H 3.56 -2.43 1.42
H 2.95 -3.12 -0.06
H 1.24 -3.17 1.70
H 0.70 -2.22 0.34
H 1.44 -2.21 3.87
H 0.91 -0.30 5.36
H 0.28 1.89 4.32
H 0.25 2.06 1.85
C -3.42 -3.28 -1.55
C -2.04 -3.30 -1.63
C -1.33 -2.11 -1.54
C -2.00 -0.91 -1.39
C -3.39 -0.88 -1.31
C -4.09 -2.07 -1.39
N -1.21 0.27 -1.30
N -1.77 1.33 -1.60
C -0.98 2.52 -1.50
C -1.59 3.68 -1.95
C -0.89 4.87 -1.91
C 0.41 4.88 -1.41
C 1.00 3.70 -0.95
C 0.32 2.49 -0.98
H -3.98 -4.21 -1.61
H -1.51 -4.24 -1.77
H -0.25 -2.10 -1.63
H -3.90 0.06 -1.18
H -5.17 -2.06 -1.32
H -2.61 3.63 -2.33
H -1.34 5.79 -2.26
H 0.96 5.81 -1.38
H 2.02 3.75 -0.57
```

## Properties
* net charge: +1
* E_HOMO: -11.4 eV
* frontier orbital gap: 0.29238 Ha
* LUMO level: -3.45 eV